Record 1
73
Properties=species:S:1:pos:R:3:forces:R:3 method="wB97M-V/def2-TZVPD" energy_ev=-108841.5467 e_above_lowest_kcal_mol=383.09 fmax_ev_per_a=7.2 lumo_energy_ev="-9.999 / -8.616" total_charge=+1 homo_energy_ha="-0.459 / -0.459" spin_multiplicity=6
Mn -2.687 -0.523 0.175 -0.7 0.1 0.9
P -6.163 -0.363 3.262 0.0 0.0 2.2
F -7.597 0.089 2.759 0.2 -0.7 0.6
F -6.284 0.205 4.801 -0.9 0.0 -1.4
F -6.563 -1.827 3.774 -1.4 -0.1 -0.2
F -4.677 -0.855 3.727 2.1 0.2 -0.5
F -5.820 -1.052 1.810 0.4 0.3 -1.1
F -5.562 1.034 2.778 0.6 0.2 -0.5
C 4.793 4.670 -2.281 -2.2 1.0 -0.1
C 3.342 5.127 -1.743 3.4 1.8 0.3
C 2.498 6.167 -2.481 0.7 0.0 0.0
O 1.204 5.494 -2.422 -2.1 4.6 -1.5
C 1.257 4.355 -1.844 -3.3 -2.4 1.6
O 0.286 3.689 -1.382 3.8 2.1 -1.9
O 2.529 4.081 -1.895 0.5 -6.9 1.8
H 5.427 5.541 -2.445 0.0 -0.1 -0.1
H 4.535 4.174 -3.217 0.5 0.0 -0.2
H 5.294 3.953 -1.630 -0.3 0.2 0.2
H 3.436 5.387 -0.689 0.0 0.1 0.2
H 2.922 6.307 -3.475 -0.8 -0.2 -0.4
H 2.430 7.147 -2.009 -0.2 -0.3 0.1
C 2.798 -7.223 3.755 -0.8 -1.3 -0.7
C 1.286 -7.106 3.459 2.0 -2.9 3.6
C 0.448 -6.764 4.683 -0.6 0.9 0.0
O -0.600 -5.970 4.060 1.0 0.1 -2.1
C -0.045 -5.510 2.848 -3.3 3.1 -0.3
O -0.620 -4.622 2.175 2.4 -3.3 2.0
O 1.139 -6.099 2.607 -2.1 3.8 -2.5
H 2.977 -8.254 4.058 0.3 0.1 0.4
H 3.175 -6.517 4.495 -0.2 0.0 -0.2
H 3.301 -7.121 2.793 0.2 0.2 0.2
H 0.817 -7.995 3.039 0.5 -0.4 -0.2
H 0.879 -6.061 5.396 0.6 -0.3 0.1
H 0.044 -7.621 5.221 -0.1 0.1 -0.3
C 6.280 -1.603 -3.711 -0.8 0.9 -1.4
C 4.891 -1.683 -4.401 1.7 -3.4 -0.8
C 4.399 -3.197 -4.404 0.8 1.7 -0.1
O 3.219 -3.079 -3.658 -1.4 -0.3 0.8
C 2.948 -1.812 -3.264 -1.7 0.4 1.4
O 1.981 -1.477 -2.568 2.9 -1.0 -2.2
O 3.918 -0.981 -3.728 -1.7 0.6 0.9
H 6.766 -2.572 -3.597 -0.2 0.1 0.1
H 6.159 -1.075 -2.765 0.3 0.0 -0.1
H 6.849 -1.040 -4.451 0.7 0.3 0.7
H 4.897 -1.495 -5.474 0.2 1.2 0.2
H 5.165 -3.817 -3.940 -0.5 -0.2 0.3
H 4.226 -3.549 -5.421 -0.4 -0.1 0.2
C -7.119 4.438 -6.945 0.8 1.3 -1.5
C -7.517 3.277 -6.144 -0.2 -2.4 0.7
C -7.346 1.844 -6.701 2.9 2.1 -3.3
O -6.552 1.143 -5.803 -1.6 -2.1 4.0
C -6.328 1.869 -4.665 4.1 0.8 -1.4
O -5.465 1.541 -3.846 -3.2 0.6 -1.2
O -6.674 3.173 -4.949 -1.3 -0.5 1.1
H -7.073 5.376 -6.392 -0.3 -0.2 0.3
H -7.785 4.610 -7.791 -0.5 -0.1 0.2
H -6.155 4.382 -7.451 0.3 -0.5 0.4
H -8.597 3.278 -5.996 0.0 0.8 1.3
H -6.503 1.824 -7.391 -0.7 1.1 -1.8
H -8.189 1.491 -7.294 -0.3 -1.0 1.3
C 1.370 1.915 8.096 0.3 0.0 1.5
C 1.997 1.464 6.824 0.8 -1.6 2.1
C 1.866 -0.118 6.830 0.5 1.6 -0.2
O 1.220 -0.301 5.623 -1.0 -0.2 -2.8
C 0.868 0.881 5.029 -2.0 -0.5 -1.2
O 0.188 1.007 4.030 1.3 -0.8 1.1
O 1.242 1.908 5.772 -0.5 0.4 -1.6
H 1.651 1.168 8.838 0.5 0.4 0.5
H 0.292 1.754 8.091 -0.1 0.4 -0.5
H 1.621 2.915 8.449 -0.1 -0.1 -0.1
H 3.034 1.720 6.606 0.1 0.3 0.6
H 1.208 -0.515 7.603 0.3 0.1 0.3
H 2.845 -0.598 6.800 -0.1 -0.1 0.2

Record 2
75
Properties=species:S:1:pos:R:3:forces:R:3 method="wB97M-V/def2-TZVPD" energy_ev=-78885.0467 e_above_lowest_kcal_mol=6.74 fmax_ev_per_a=1.0 lumo_energy_ev=-0.761 homo_energy_ha=-0.278
Hf -0.399 0.374 -0.249 0.4 0.9 0.3
C -1.741 3.466 1.005 0.0 0.0 0.0
N -1.385 2.117 1.468 -0.1 -0.1 0.0
C -2.580 1.575 2.148 0.0 0.0 0.0
C -0.305 2.236 2.474 0.0 0.1 -0.1
C 0.195 0.878 2.869 0.0 0.0 0.0
C 0.590 0.642 4.181 0.0 0.0 0.0
C 1.070 -0.605 4.548 0.0 0.0 0.0
C 1.143 -1.608 3.593 0.0 0.0 0.0
C 0.735 -1.358 2.289 0.1 0.0 0.0
C 0.247 -0.112 1.879 -0.1 0.0 0.0
H -2.100 4.068 1.847 0.0 0.0 0.0
H -2.546 3.396 0.274 0.0 0.0 0.0
H -0.883 3.957 0.555 0.0 0.0 0.0
H -2.842 2.210 3.003 0.0 0.0 0.0
H -2.392 0.567 2.508 0.0 0.0 0.0
H -3.419 1.573 1.455 0.0 0.0 0.0
H -0.667 2.805 3.339 0.0 0.0 0.0
H 0.491 2.835 2.023 0.0 0.0 0.0
H 0.511 1.434 4.919 0.0 0.0 0.0
H 1.373 -0.795 5.571 0.0 0.0 0.0
H 1.503 -2.594 3.864 0.0 0.0 0.0
H 0.808 -2.184 1.592 0.0 0.0 0.0
O -5.591 -4.489 1.306 0.2 0.0 -0.2
C -4.414 -4.770 1.014 -0.1 -0.2 0.5
O -3.794 -5.846 0.985 -0.1 0.3 -0.2
C -3.534 -3.528 0.698 0.0 0.0 -0.1
C -4.042 -2.244 0.812 -0.1 0.0 0.0
C -3.238 -1.156 0.529 -0.1 0.0 0.0
N -1.962 -1.280 0.149 -0.1 0.0 -0.1
C -1.494 -2.532 -0.022 -0.1 -0.2 0.1
C -2.221 -3.665 0.252 0.0 0.0 0.0
C -0.131 -2.586 -0.606 0.1 0.0 0.0
O 0.502 -3.604 -0.761 0.0 -0.1 -0.1
O 0.334 -1.389 -0.928 0.1 -0.1 0.0
H -5.077 -2.128 1.110 0.1 0.0 0.0
H -3.629 -0.151 0.573 0.0 -0.1 0.0
H -1.807 -4.655 0.112 0.0 0.0 0.0
C -0.643 1.484 -4.886 0.0 -0.1 0.0
C -0.744 1.350 -3.381 0.1 0.1 -0.2
O 0.299 0.532 -2.800 0.0 0.1 0.2
P -0.477 2.871 -2.429 -0.2 -0.1 -0.1
O 0.533 3.739 -3.262 0.5 0.8 0.4
O -1.799 3.733 -2.462 -0.4 -0.2 0.4
O 0.018 2.510 -1.065 0.0 0.0 0.1
P -2.273 0.524 -2.734 0.0 0.2 0.0
O -3.526 1.216 -3.432 -0.5 -0.5 -0.4
O -2.128 -0.916 -2.988 0.0 0.0 0.0
O -2.233 1.068 -1.289 0.0 -0.3 -0.1
H 0.325 1.883 -5.182 0.0 0.0 0.0
H -1.432 2.139 -5.258 0.0 0.0 0.0
H -0.774 0.502 -5.344 0.0 0.0 0.0
H 0.150 -0.391 -3.047 -0.1 -0.4 -0.2
H 0.953 4.500 -2.794 -0.5 -0.8 -0.5
H -2.534 3.296 -1.972 0.5 0.3 -0.3
H -4.053 0.580 -3.969 0.5 0.5 0.5
O 3.099 -3.029 -1.569 0.6 0.2 -0.1
C 3.758 -3.063 -0.326 0.0 0.1 0.0
N 5.039 -2.421 -0.440 -0.1 0.2 0.0
C 5.306 -1.089 -0.534 0.1 0.1 -0.4
O 6.408 -0.689 -0.878 -0.3 -0.1 0.3
C 4.250 -0.062 -0.196 0.0 -0.1 0.1
C 4.710 1.119 0.368 0.0 0.0 0.0
C 3.812 2.139 0.617 0.0 0.0 0.0
C 2.485 1.947 0.291 0.0 0.0 0.0
N 2.017 0.810 -0.236 0.0 -0.2 0.0
C 2.895 -0.174 -0.485 0.1 0.1 0.0
H 2.191 -3.322 -1.431 -0.6 -0.3 0.1
H 3.934 -4.090 0.000 0.0 0.0 0.0
H 3.174 -2.564 0.454 0.0 0.0 0.0
H 5.791 -2.972 -0.819 0.1 -0.1 0.0
H 5.767 1.225 0.577 0.0 0.0 0.0
H 4.128 3.078 1.051 0.0 0.0 0.0
H 1.765 2.738 0.438 0.0 0.0 0.0
H 2.498 -1.053 -0.966 0.0 0.0 0.0

Record 3
54
Properties=species:S:1:pos:R:3:forces:R:3 method="wB97M-V/def2-TZVPD" energy_ev=-28804.4353 e_above_lowest_kcal_mol=21.37 fmax_ev_per_a=6.3 lumo_energy_ev=0.055 homo_energy_ha=-0.280 smiles=CC1(C)CCCC(C)(C)N1O.CO.O.O.O.O.O.O
C -1.692 -3.335 -2.807 -0.9 1.5 0.0
C -1.636 -1.821 -2.424 0.2 -1.5 0.5
C -0.167 -1.464 -2.205 0.6 0.0 0.7
C -2.088 -0.987 -3.618 -1.0 0.5 0.2
C -3.628 -1.059 -3.772 1.1 1.1 0.5
C -4.233 -0.444 -2.515 0.0 -1.2 0.1
C -3.805 -1.155 -1.150 -1.5 1.0 -1.1
C -4.067 -0.080 -0.057 0.9 -0.9 0.9
C -4.700 -2.394 -1.021 -0.1 -0.6 0.9
N -2.412 -1.551 -1.164 -1.0 3.1 -5.4
O -1.932 -2.103 -0.077 1.3 -1.5 2.7
H -1.043 -3.370 -3.682 0.4 -1.0 0.4
H -1.520 -3.919 -1.903 0.6 -0.3 -0.5
H -2.697 -3.559 -3.165 0.0 -0.2 0.1
H 0.484 -1.932 -2.943 -0.2 0.4 -0.5
H -0.038 -0.382 -2.154 0.1 0.1 -0.4
H 0.304 -1.831 -1.293 -0.5 -0.3 0.4
H -1.756 0.027 -3.398 -0.6 0.4 0.1
H -1.520 -1.168 -4.530 0.0 -0.8 0.0
H -4.019 -0.413 -4.557 0.3 -0.3 -0.5
H -4.009 -2.071 -3.912 0.2 0.0 -0.1
H -5.289 -0.602 -2.732 -0.4 0.1 1.0
H -4.112 0.639 -2.514 0.5 0.0 0.2
H -5.076 0.332 -0.015 0.1 0.1 -0.5
H -3.280 0.673 -0.078 -0.3 0.5 -0.7
H -3.871 -0.461 0.946 -0.3 -0.6 0.1
H -4.564 -3.119 -1.823 0.1 0.3 -0.3
H -5.771 -2.212 -0.929 0.0 0.4 -0.1
H -4.426 -2.948 -0.122 0.1 0.0 0.2
H -1.266 -1.458 0.173 0.3 -0.2 0.9
C 5.070 -2.545 6.254 0.9 -0.6 -2.0
O 5.526 -3.447 7.262 -0.4 1.0 0.0
H 5.914 -1.976 5.865 0.3 0.5 1.0
H 4.905 -3.053 5.304 -0.6 -0.8 0.0
H 4.214 -1.874 6.334 -0.1 -0.2 1.2
H 4.886 -4.142 7.433 -0.2 0.1 -0.2
O -0.207 3.462 0.181 0.0 0.2 -0.2
H -0.049 3.498 1.125 0.0 0.0 0.3
H -0.172 2.530 -0.033 0.0 -0.3 -0.1
O 2.124 1.058 2.171 -0.1 -0.2 0.0
H 2.438 1.579 1.432 0.1 0.1 -0.3
H 2.088 1.675 2.902 0.0 0.2 0.2
O 6.821 0.114 -2.553 0.1 0.0 -0.2
H 6.085 0.590 -2.168 -0.2 0.2 0.1
H 7.213 -0.357 -1.817 0.1 -0.1 0.2
O 4.302 6.217 3.034 -0.2 0.0 -0.2
H 4.460 6.975 3.597 0.0 0.2 0.1
H 4.936 5.563 3.328 0.2 -0.2 0.1
O 4.073 3.737 -1.133 0.1 -0.3 0.1
H 3.591 4.045 -1.901 -0.2 0.0 -0.2
H 4.170 4.514 -0.583 0.0 0.2 0.2
O 0.258 5.040 4.341 -0.1 -0.2 -0.1
H 0.477 5.260 5.246 0.0 0.0 0.2
H 0.708 5.703 3.817 0.1 0.2 -0.2